The following is a quantum chemistry calculation of a gas-phase ion, C3H8NO2 (charge +1), from the OMol25 dataset.

Values from the calculation:
- Net charge: +1
- DFT total energy: -324.0249 Eh
- SMILES: [NH3+][C@]1(CO)CO1
- Gap between HOMO and LUMO: 11.76 eV
- LUMO energy: -3.57 eV
- Energy above the lowest of the compared OMol25 structures with the same formula, charge and spin: 268.7 kJ/mol

Positions of all 14 atoms, in Å:
N: 0.0425 1.3956 0.2294
C: -0.3183 0.0085 -0.0838
C: 0.8881 -0.8905 -0.1993
O: 1.9453 -0.2234 0.4576
C: -1.7176 -0.3434 -0.4023
O: -1.4521 -0.4540 0.9717
H: -0.5657 1.7586 0.9753
H: 0.0171 2.0213 -0.5822
H: 1.0261 1.3018 0.5875
H: 1.1277 -1.0474 -1.2634
H: 0.6561 -1.8604 0.2554
H: 2.6624 -0.8353 0.6556
H: -2.4052 0.4517 -0.6844
H: -1.9063 -1.2829 -0.9169

Atoms 1-6, force components in eV/Å:
N 0.3364 0.0659 0.2187
C -2.7533 -1.5929 2.2644
C -0.1413 -0.2569 -0.4872
O 0.0542 -0.0397 0.1136
C 0.0969 0.1755 -0.4576
O 2.6418 1.0490 -1.5402

Atomic partial charges in e from the natural (NBO) method, atoms 1 to 8: -0.709, 0.303, -0.116, -0.745, -0.088, -0.456, 0.473, 0.451

The following is a quantum chemistry calculation of 2 unconnected molecules or ions with the total composition C6H13NO2, from the OMol25 dataset.

Values from the calculation:
- Net charge: 0
- DFT total energy: -441.5943 Eh
- SMILES: C/C(C=O)=C/N.CCO
- Gap between HOMO and LUMO: 8.73 eV
- LUMO energy: 0.50 eV
- Energy above the lowest of the compared OMol25 structures with the same formula, charge and spin: 224.9 kJ/mol

Positions of all 22 atoms, in Å:
C: 2.3952 0.1892 1.7530
C: 1.6317 0.3786 0.4706
C: 1.0542 1.6242 0.1615
O: 0.1740 1.7797 -0.7206
C: 1.3761 -0.7133 -0.3547
N: 1.1913 -0.6219 -1.6816
H: 2.6472 1.1524 2.1940
H: 1.8026 -0.3668 2.4832
H: 3.3217 -0.3590 1.5841
H: 1.2039 2.4335 0.8928
H: 1.5268 -1.7169 0.0282
H: 0.7486 -1.3987 -2.1478
H: 0.8707 0.2899 -1.9963
C: -2.8630 0.2840 -0.1273
C: -1.5453 -0.4811 -0.1501
O: -1.4895 -1.4204 -1.2163
H: -2.8648 0.9897 0.7010
H: -3.7165 -0.3908 -0.0104
H: -2.9824 0.8473 -1.0525
H: -0.7477 0.4128 -0.3740
H: -1.4136 -1.0033 0.8078
H: -2.3210 -1.9091 -1.2446

Atoms 1-6, force components in eV/Å:
C -0.1989 -0.2326 0.0420
C 0.1612 -0.9227 -0.3271
C -1.5301 0.1476 -0.3044
O 1.4282 0.8486 0.1312
C 1.2356 0.7943 -0.0398
N -0.6501 0.0452 0.1734

Atomic partial charges in e from the natural (NBO) method, atoms 1 to 8: -0.611, -0.307, 0.361, -0.651, 0.192, -0.737, 0.218, 0.209

The following is a quantum chemistry calculation of a single C4H6OS molecule, from the OMol25 dataset.

Values from the calculation:
- Net charge: 0
- DFT total energy: -629.4052 Eh
- SMILES: CC(=O)[C@@H]1CS1
- Gap between HOMO and LUMO: 9.90 eV
- LUMO energy: 0.83 eV
- Energy above the lowest of the compared OMol25 structures with the same formula, charge and spin: 110.2 kJ/mol

Positions of all 12 atoms, in Å:
C: -1.3602 1.3104 0.2974
C: -1.1909 -0.1273 -0.0502
O: -2.1144 -0.8587 -0.2010
C: 0.2065 -0.6609 -0.3758
C: 1.1290 -0.8480 0.7598
S: 1.5954 0.4664 -0.2708
H: -2.3739 1.5061 0.5506
H: -0.5819 1.6544 1.0447
H: -1.0209 1.7723 -0.6546
H: 0.2607 -1.2263 -1.2896
H: 1.7127 -1.7606 0.7470
H: 0.6857 -0.5839 1.7558

Atoms 1-6, force components in eV/Å:
C 2.4054 0.2540 -0.0755
C 1.3079 0.2964 -0.2038
O -1.3720 -1.2125 -0.1449
C -0.7806 1.1442 -0.2430
C -0.8019 -1.2805 1.6983
S 0.9044 1.2988 -0.5975

Atomic partial charges in e from the natural (NBO) method, atoms 1 to 8: -0.722, 0.583, -0.529, -0.403, -0.515, 0.148, 0.239, 0.241

The following is a quantum chemistry calculation of a single C6H12 molecule, from the OMol25 dataset.

Values from the calculation:
- Net charge: 0
- DFT total energy: -235.7319 Eh
- SMILES: C/C=C(\C)CC
- Gap between HOMO and LUMO: 8.96 eV
- LUMO energy: 1.04 eV
- Energy above the lowest of the compared OMol25 structures with the same formula, charge and spin: 226.6 kJ/mol

Positions of all 18 atoms, in Å:
C: -2.4133 1.0164 0.2669
C: -0.9227 0.8987 0.5897
C: -0.1147 0.0985 -0.1453
C: -0.3957 -1.3302 -0.4421
C: 1.3195 0.5892 -0.3186
C: 2.3735 -0.4473 0.1046
H: -2.5951 1.4236 -0.7259
H: -2.9295 1.6375 0.9951
H: -2.8267 0.0037 0.1824
H: -0.6865 1.4534 1.4901
H: 0.1703 -1.7517 -1.2630
H: -0.1575 -2.0229 0.3823
H: -1.4573 -1.5788 -0.4817
H: 1.4714 0.7847 -1.3836
H: 1.2960 1.5718 0.1484
H: 1.8745 -1.2873 0.5895
H: 2.8299 -0.9571 -0.7466
H: 3.1639 -0.1024 0.7578

Atoms 1-6, force components in eV/Å:
C 0.2932 -1.3445 0.3122
C -1.9490 -0.3704 -1.0514
C 1.3493 0.7606 1.7533
C -1.0427 -0.8894 -0.3181
C -0.3675 -0.9261 0.1783
C -0.1933 -0.6049 -0.0610

Atomic partial charges in e from the natural (NBO) method, atoms 1 to 8: -0.651, -0.202, 0.027, -0.666, -0.436, -0.624, 0.214, 0.210

The following is a quantum chemistry calculation of a single C4H2F2O molecule, from the OMol25 dataset.

Values from the calculation:
- Net charge: 0
- DFT total energy: -428.4365 Eh
- SMILES: Fc1ccoc1F
- Gap between HOMO and LUMO (spin up / spin down): 8.28 / 8.28 eV
- LUMO energy (spin up / spin down): 0.42 / 0.42 eV
- Energy above the lowest of the compared OMol25 structures with the same formula, charge and spin: 308.0 kJ/mol

Positions of all 9 atoms, in Å:
F: 2.4177 2.2159 -0.0597
C: 1.7943 1.0741 0.0870
C: 0.4982 0.6722 0.0362
C: 0.3921 -0.7203 -0.0112
O: 1.5416 -1.3735 -0.0804
C: 2.5853 -0.5999 -0.2251
F: 3.7829 -1.0188 0.1346
H: -0.3734 1.3016 0.0891
H: -0.4949 -1.3144 -0.0785

Atoms 1-6, force components in eV/Å:
F -0.3893 0.0353 -0.0762
C 3.4382 -5.4557 -0.7063
C -0.5201 -0.5457 -0.0653
C -0.6843 1.0962 0.1011
O 0.9024 -0.7997 0.2769
C -1.9109 6.0752 0.5168

Atomic partial charges in e from the natural (NBO) method, atoms 1 to 8: -0.291, 0.333, -0.416, 0.079, -0.386, 0.531, -0.300, 0.246

The following is a quantum chemistry calculation of a single C4H4I2 molecule, from the OMol25 dataset.

Values from the calculation:
- Net charge: 0
- DFT total energy: -750.0798 Eh
- SMILES: C[C@]1(I)C=C1I
- Gap between HOMO and LUMO: 9.10 eV
- LUMO energy: 0.28 eV
- Energy above the lowest of the compared OMol25 structures with the same formula, charge and spin: 164.9 kJ/mol

Positions of all 10 atoms, in Å:
C: 1.0775 0.2598 0.8965
C: -0.0119 -0.3735 0.0616
I: -0.4162 -2.5498 0.2294
C: -0.4592 -0.0007 -1.5145
C: -1.2432 0.2336 -0.4708
I: -3.0589 1.1207 0.1019
H: 2.0643 -0.2207 0.7340
H: 1.0839 0.2094 1.9852
H: 1.2980 1.3152 0.5110
H: -0.3344 0.0060 -2.5343

Atoms 1-6, force components in eV/Å:
C 2.0577 0.7996 -1.2829
C -1.3522 -0.6091 -2.3292
I 0.5878 0.3993 0.6309
C -1.0326 0.5076 6.1668
C 0.9621 0.6982 -1.3827
I 0.6779 -0.4865 -0.1480

Atomic partial charges in e from the natural (NBO) method, atoms 1 to 8: -0.685, -0.096, 0.014, -0.169, -0.205, 0.189, 0.233, 0.246

The following is a quantum chemistry calculation of a molecular structure, C8H8INS, from the OMol25 dataset.

Values from the calculation:
- Net charge: 0
- DFT total energy: -1060.2385 Eh
- Gap between HOMO and LUMO: 9.26 eV
- LUMO energy: 0.09 eV
- Energy above the lowest of the compared OMol25 structures with the same formula, charge and spin: 0.0 kJ/mol

Positions of all 19 atoms, in Å:
C: 2.5228 0.8586 0.0507
C: 1.6261 1.9373 0.2185
C: 1.9858 -0.3935 -0.2014
C: 0.2805 1.7016 -0.0048
C: 0.6140 -0.6184 -0.4116
C: -0.2279 0.5008 -0.4157
C: -2.9190 -0.0472 0.6952
C: 0.1967 -1.9790 -0.9346
N: -2.3990 -0.1886 1.8305
S: -1.9690 0.4266 -0.9382
I: -4.9394 -0.3040 0.2452
H: 3.5050 1.0745 0.2143
H: 1.9069 2.8952 0.4202
H: 2.6300 -1.2531 -0.1333
H: -0.3227 2.6114 0.0819
H: 0.8253 -2.1367 -1.8321
H: 0.4081 -2.7304 -0.2313
H: -0.8136 -1.8734 -1.2386
H: -2.9106 -0.4815 2.5851

Atoms 1-6, force components in eV/Å:
C -3.5708 0.7023 0.3401
C -0.5899 -3.6418 -1.1451
C -0.0849 0.1002 0.6539
C 0.2047 2.3423 0.1477
C 0.5759 0.2422 -0.9730
C -0.9351 -1.1529 0.2698

Atomic partial charges in e from the natural (NBO) method, atoms 1 to 8: -0.178, -0.211, -0.210, -0.190, 0.018, -0.184, 0.028, -0.635

> What is the formula in the second record?

C6H13NO2

> Which value of energy above the lowest of the compared OMol25 structures with the same formula, charge and spin does entry 5 give?

308.0 kJ/mol

> Which value of net charge does entry 7 give?

0